155
Properties=species:S:1:pos:R:3 method="wB97M-V/def2-TZVPD" total_charge=+1 e_tot_ha=-4442.30481 largest_force_ev_per_a=1.08 spin_multiplicity=2 gap_ev="5.25 / 5.80"
Ru 0.29 0.59 0.30
C 5.93 -0.21 4.17
O 5.85 -1.37 3.35
C 4.75 -1.52 2.59
C 4.70 -2.69 1.81
C 3.62 -2.93 1.03
C 2.52 -2.03 0.94
C 1.36 -2.40 0.17
C 1.35 -3.76 -0.49
O 0.34 -1.69 0.01
C 2.59 -0.83 1.71
O 1.65 0.05 1.76
C 3.72 -0.61 2.54
H 6.87 -0.28 4.70
H 5.11 -0.19 4.90
H 5.90 0.70 3.58
H 5.53 -3.39 1.86
H 3.60 -3.84 0.44
H 2.22 -3.88 -1.14
H 0.45 -3.85 -1.09
H 1.38 -4.55 0.26
H 3.72 0.31 3.11
C -0.73 2.60 -2.44
N 0.68 2.84 -2.71
C 1.55 1.69 -2.92
P 2.07 0.88 -1.34
C 2.88 -0.53 -2.18
C 2.03 -1.50 -2.70
C 2.53 -2.53 -3.48
C 3.90 -2.61 -3.73
C 4.75 -1.65 -3.22
C 4.25 -0.60 -2.45
C 3.41 1.96 -0.76
C 3.37 3.34 -1.01
C 4.36 4.16 -0.49
C 5.38 3.63 0.28
C 5.41 2.27 0.54
C 4.43 1.44 0.03
C 0.83 3.91 -3.66
C 0.53 5.21 -3.27
C 0.67 6.26 -4.16
C 1.12 6.04 -5.45
C 1.41 4.74 -5.85
C 1.26 3.68 -4.97
P -1.25 1.19 -1.34
C -2.92 1.92 -1.10
C -3.30 2.45 0.13
C -4.50 3.15 0.27
C -5.33 3.33 -0.83
C -4.96 2.82 -2.07
C -3.76 2.12 -2.20
C -1.68 -0.16 -2.55
C -2.36 -1.34 -2.16
C -2.68 -2.29 -3.13
C -2.35 -2.12 -4.46
C -1.69 -0.98 -4.85
C -1.36 -0.02 -3.91
H -1.32 2.54 -3.37
H -1.12 3.47 -1.91
H 2.47 2.03 -3.40
H 1.12 0.91 -3.55
H 0.97 -1.44 -2.50
H 1.86 -3.28 -3.89
H 4.29 -3.42 -4.34
H 5.81 -1.70 -3.43
H 4.92 0.16 -2.08
H 2.58 3.76 -1.60
H 4.33 5.23 -0.69
H 6.15 4.28 0.69
H 6.21 1.85 1.14
H 4.46 0.38 0.24
H 0.19 5.40 -2.26
H 0.44 7.27 -3.83
H 1.23 6.86 -6.14
H 1.75 4.55 -6.86
H 1.49 2.68 -5.31
H -2.65 2.33 0.98
H -4.77 3.56 1.23
H -6.25 3.88 -0.73
H -5.59 2.98 -2.93
H -3.48 1.74 -3.18
H -1.93 -1.53 -0.14
H -3.17 -3.21 -2.82
H -2.60 -2.89 -5.18
H -1.43 -0.82 -5.89
H -0.86 0.87 -4.25
N -6.54 -1.78 -2.46
C -5.53 -1.43 -1.63
N -5.29 -0.13 -1.48
N -4.92 -2.41 -1.00
C -3.73 -2.45 -0.45
N -2.70 -1.63 -0.81
H -7.24 -1.10 -2.70
H -6.83 -2.74 -2.42
H -5.76 0.55 -2.04
H -4.51 0.18 -0.92
C 0.02 4.57 0.22
Si 0.26 3.68 1.86
C 2.08 3.68 2.31
C -0.78 4.54 3.17
C -0.34 1.90 1.85
H 0.47 5.57 0.26
H -1.04 4.68 -0.03
H 0.52 4.01 -0.58
H 2.59 4.59 1.98
H 2.58 2.82 1.84
H 2.22 3.59 3.39
H -0.40 5.54 3.40
H -0.79 3.97 4.10
H -1.82 4.65 2.84
H -1.40 1.84 2.06
H 0.17 1.46 2.72
C -5.64 -3.34 1.86
C -4.41 -4.07 1.40
C -4.13 -5.30 1.98
C -2.96 -6.00 1.70
C -2.01 -5.45 0.86
C -2.27 -4.23 0.26
C -3.47 -3.55 0.47
Sb -0.89 -1.17 3.05
C 0.00 -2.14 4.76
C 1.39 -2.28 4.71
C 2.07 -2.95 5.72
C 1.36 -3.48 6.78
C -0.02 -3.35 6.83
C -0.72 -2.68 5.83
C -2.22 -2.55 5.92
C -2.32 0.23 3.88
C -3.46 0.41 3.11
C -4.41 1.36 3.44
C -4.22 2.14 4.57
C -3.08 1.97 5.34
C -2.10 1.04 5.01
C -0.85 0.93 5.84
H -6.37 -4.03 2.28
H -6.11 -2.77 1.07
H -5.36 -2.63 2.66
H -4.85 -5.73 2.67
H -2.79 -6.97 2.14
H -1.08 -5.96 0.66
H -1.57 -3.83 -0.46
H 1.95 -1.87 3.88
H 3.15 -3.06 5.66
H 1.88 -4.01 7.57
H -0.57 -3.76 7.67
H -2.60 -2.99 6.84
H -2.69 -3.06 5.08
H -2.54 -1.51 5.88
H -3.61 -0.20 2.22
H -5.29 1.50 2.82
H -4.95 2.89 4.85
H -2.93 2.59 6.22
H -0.74 1.80 6.48
H 0.03 0.86 5.20
H -0.86 0.04 6.47